No. 1
{"formula": "C30H56BCl4N4O34", "method": "the ωB97M-V functional and the def2-TZVPD basis", "energy_ha": -5819.39895, "gap_ev": 9.8115, "total_charge": -1, "species": ["H", "H", "C", "C", "Cl", "O", "O", "N", "H", "H", "C", "H", "O", "O", "O", "O", "H", "H", "C", "H", "H", "C", "H", "O", "H", "O", "H", "C", "C", "H", "H", "O", "C", "C", "C", "H", "O", "O", "H", "O", "H", "C", "C", "O", "H", "H", "O", "H", "H", "C", "O", "C", "H", "H", "C", "Cl", "C", "O", "H", "Cl", "H", "O", "O", "H", "C", "O", "H", "H", "C", "C", "H", "O", "N", "C", "H", "H", "O", "H", "H", "H", "H", "C", "H", "H", "H", "H", "C", "H", "H", "O", "H", "H", "C", "O", "C", "O", "N", "O", "O", "N", "O", "H", "O", "C", "H", "C", "O", "O", "H", "O", "O", "Cl", "C", "B", "H", "O", "H", "H", "H", "H", "H", "C", "H", "H", "O", "H", "C", "H", "C"], "coordinates": [[-5.1533, -13.4673, -24.5021], [-11.2112, -3.5413, -22.6969], [-6.2278, -15.6405, -16.7366], [-4.9266, -9.2227, -24.7961], [-4.4253, -14.9438, -18.7970], [-9.3593, -6.9171, -24.0490], [-7.3642, -6.5993, -27.5880], [-11.8636, -11.0016, -26.0385], [-6.6241, -5.3589, -29.1226], [-8.2749, -5.8540, -29.3024], [-7.0512, -7.8193, -28.0031], [-6.4964, -10.0910, -19.8220], [-7.3032, -11.1288, -23.3474], [-10.8234, -20.2939, -18.6740], [-3.5808, -10.3060, -26.3606], [-8.2134, -23.5267, -21.5399], [-12.8503, -12.4989, -26.9317], [-1.0625, -21.8813, -19.3741], [-7.1863, -12.0952, -19.2272], [-2.7792, -16.9082, -21.6129], [-6.3545, -12.6270, -19.6890], [-5.0604, -19.3432, -18.5880], [-10.9525, -15.7349, -23.1831], [-7.8177, -16.0991, -19.2358], [-5.4396, -20.3374, -18.3518], [-3.6584, -11.1670, -24.4061], [-12.0438, -20.6268, -17.0082], [-7.5842, -12.3247, -23.2108], [-8.5965, -13.1658, -24.1173], [-5.5284, -21.3819, -22.9820], [-6.3819, -16.6190, -17.1914], [-12.7484, -17.5447, -19.5185], [-7.5264, -5.5886, -28.5559], [-2.9177, -20.2514, -19.0797], [-8.7244, -8.1814, -23.9613], [0.1212, -20.5026, -19.0262], [-8.7011, -14.3831, -23.5288], [-2.7701, -14.9572, -23.4933], [-5.7683, -14.2932, -25.9485], [-10.7287, -7.2715, -22.2746], [-5.0245, -25.5616, -21.8434], [-10.1565, -20.8549, -19.6942], [-11.7671, -15.3784, -19.7389], [-8.3984, -14.8227, -21.0672], [-7.7899, -8.2837, -24.5130], [-10.9131, -14.9333, -20.2494], [-7.0452, -13.2004, -22.3784], [-9.4488, -8.8854, -24.3707], [-11.5615, -15.1930, -18.6847], [-12.0100, -20.8970, -18.0636], [-6.8253, -21.8442, -21.6981], [-7.0790, -23.1149, -21.6278], [-8.5882, -8.5233, -22.9353], [-6.1178, -25.5277, -20.4056], [-11.2738, -4.5782, -22.3668], [-8.7832, -9.8090, -19.2780], [-7.3984, -10.0158, -27.4168], [-9.1869, -12.8070, -25.1356], [-4.0746, -13.7428, -25.7437], [-6.5692, -15.8761, -15.0495], [-11.6153, -14.1451, -23.7953], [-5.9869, -23.8485, -21.6121], [-13.3509, -15.2561, -25.1907], [-7.8885, -10.0860, -28.3878], [-8.5643, -19.0042, -19.2349], [-11.1665, -17.4035, -20.8645], [-12.6701, -14.7881, -19.8951], [-0.4395, -20.7889, -20.6575], [-4.7821, -15.1879, -17.0226], [-0.7230, -20.8724, -19.6083], [-7.0006, -14.9552, -17.0849], [-6.4250, -8.0369, -29.0752], [-11.9071, -16.8663, -20.0756], [-3.6572, -15.7560, -23.8549], [-12.9202, -20.6555, -18.6125], [-7.5981, -18.7845, -19.6891], [-6.8328, -15.6593, -22.5485], [-5.3559, -9.5386, -23.8454], [-4.6843, -21.8911, -21.5454], [-5.3542, -18.7086, -17.7518], [-7.7779, -4.6256, -28.1116], [-3.0099, -17.5942, -22.4279], [-10.7361, -4.5546, -21.4189], [-4.4825, -14.3374, -16.4102], [-4.4605, -8.2511, -24.6321], [-2.0435, -17.8692, -22.8505], [-10.3142, -6.5338, -23.1718], [-11.8889, -21.9800, -18.0871], [-5.5335, -18.9786, -19.4998], [-7.4755, -8.6913, -27.0653], [-3.4498, -18.4846, -21.9788], [-7.6136, -10.8049, -20.9811], [-11.9102, -12.4241, -26.3851], [-3.6853, -19.1789, -18.6598], [-5.9751, -25.2133, -21.4395], [-1.6486, -19.8365, -19.3072], [-3.9967, -10.2912, -25.2084], [-12.6370, -10.6284, -25.1294], [-5.9862, -17.3355, -21.3365], [-12.6244, -15.9082, -24.5036], [-4.5703, -15.5394, -24.7802], [-5.6190, -9.0394, -25.6178], [-9.0424, -20.1130, -20.0096], [-4.9273, -14.2183, -25.2591], [-5.5092, -20.2716, -21.5716], [-11.8353, -15.1587, -23.4602], [-10.5115, -21.7941, -20.3964], [-3.3602, -21.3810, -19.3659], [-11.8515, -13.0094, -25.4674], [-10.5745, -5.3123, -23.3258], [-3.8815, -16.9406, -23.3670], [-6.7296, -12.0786, -17.4854], [-6.7171, -16.3203, -21.4143], [-7.7516, -14.5050, -22.3996], [-7.9980, -10.5462, -26.6770], [-12.4190, -17.1011, -24.6259], [-6.4151, -10.4710, -27.5355], [-8.1023, -12.6519, -19.4252], [-12.5268, -15.1913, -22.6182], [-11.0818, -12.6733, -27.0483], [-6.7023, -25.6269, -22.1382], [-7.7425, -15.7085, -20.4497], [-12.3507, -4.6838, -22.2354], [-4.1158, -16.0082, -16.7556], [-11.1701, -10.2473, -26.6481], [-9.2344, -18.1486, -19.3181], [-5.5396, -21.3123, -21.8943], [-8.4289, -19.3283, -18.2030], [-7.3752, -10.7283, -19.9202]]}


No. 2
{"formula": "C32H27N2Pt", "method": "the ωB97M-V functional and the def2-TZVPD basis", "energy_ha": -1464.00407, "gap_ev": [6.6496, 5.9205], "s2": 6.0991, "total_charge": 1, "spin_multiplicity": 5, "species": ["C", "C", "H", "C", "N", "Pt", "C", "C", "C", "H", "H", "H", "C", "C", "C", "C", "H", "H", "C", "C", "H", "H", "C", "C", "C", "H", "C", "H", "H", "C", "C", "C", "H", "H", "N", "C", "H", "H", "H", "H", "C", "C", "C", "C", "C", "H", "H", "H", "H", "C", "H", "C", "C", "H", "H", "H", "C", "H", "C", "C", "C", "H"], "coordinates": [[-0.1775, 3.1678, -0.8386], [0.2273, -1.2362, -3.4341], [0.9254, -2.0256, -3.1942], [-0.7888, -0.1635, 1.1604], [2.3069, -1.5552, -0.9209], [0.1529, 0.1422, -1.6254], [-3.7946, -1.6900, -2.2215], [3.1635, 2.7042, 3.7129], [-2.7882, -2.4906, -1.6431], [-2.2604, 0.7246, -0.1322], [0.4271, -1.1807, 2.6170], [1.0689, -2.8620, 0.0794], [-0.5853, -0.9769, 2.2879], [0.7817, 2.7679, 4.1087], [-1.7547, 2.4601, -2.2807], [0.5583, 2.0618, 2.9450], [2.4001, 0.8058, 0.3378], [-1.4964, -2.1592, 3.8181], [4.4284, -2.7847, 0.3864], [2.1024, -2.5665, -0.0775], [2.2474, 3.6359, 5.4136], [-3.8020, -1.6537, 3.0797], [1.6442, 1.6446, 2.1513], [2.9470, 2.0041, 2.5433], [3.5624, -1.1532, -1.1173], [-2.7121, 2.2911, -2.7506], [-1.1130, -1.3488, -3.0074], [-4.1870, -0.1909, 1.1243], [0.3119, 3.6199, 0.0114], [-3.1768, -0.4164, 1.4412], [-2.9601, -1.2369, 2.5432], [2.0808, 3.0823, 4.4992], [1.5654, 2.5020, -2.1127], [4.1695, 2.9625, 4.0136], [-6.2378, -1.9154, -1.4121], [0.3510, 0.3263, 0.4140], [-0.2924, 1.7355, -3.8356], [5.2549, -3.2630, 0.8946], [-0.4541, 1.8470, 2.6340], [0.4560, -0.6490, -4.3156], [-2.1732, -0.5896, -3.6091], [-5.1496, -1.8237, -1.7722], [-1.4908, -2.3330, -2.0246], [0.5100, 2.4170, -1.8976], [1.4978, 0.8835, 0.9396], [-0.0559, 3.0867, 4.7140], [-4.2651, -0.1801, -3.6791], [3.6979, -0.3363, -1.8187], [-2.2990, 3.6093, -0.4782], [4.6518, -1.7314, -0.4874], [-1.9258, 0.1230, -4.3840], [-2.1024, 0.0981, 0.7382], [-3.4748, -0.7598, -3.2216], [5.6494, -1.3657, -0.6863], [-0.7111, -2.9390, -1.5781], [2.9048, -4.0364, 1.2598], [3.1275, -3.2150, 0.5932], [3.7846, 1.7087, 1.9229], [-1.5354, 3.1665, -1.0973], [-1.6626, -1.5222, 2.9598], [-0.4738, 1.9893, -2.8024], [-3.0563, -3.2170, -0.8884]]}


No. 3
{"formula": "C3H6O3", "method": "the ωB97M-V functional and the def2-TZVPD basis", "energy_ha": -343.42389, "gap_ev": 9.3521, "species": ["H", "H", "O", "C", "O", "H", "O", "H", "H", "C", "H", "C"], "coordinates": [[0.9993, 1.5054, 0.9431], [-2.2462, 2.1363, 0.3019], [0.4037, -2.2322, 0.7073], [-0.7960, 0.7910, -0.3529], [1.4238, 1.0801, 0.1756], [0.8232, 0.3044, -1.6283], [1.6412, -2.4048, -0.0312], [2.2303, -1.9652, 0.6112], [-0.0952, -1.5551, 0.1505], [-2.0106, 1.1328, -0.0354], [-2.8272, 0.4223, -0.1090], [0.4538, 0.7849, -0.7329]]}